(1)
Formula: C45H112N8O
Source: the Open Molecules 2025 dataset
Level of theory: wB97M-V/def2-TZVPD

```
166
C45H112N8O, DFT wB97M-V/def2-TZVPD
C -4.283 0.799 0.871
C -5.192 -0.164 0.133
N -6.098 0.516 -0.788
C -5.403 1.171 -1.878
C -4.454 0.282 -2.717
C -7.128 -0.406 -1.265
C -8.250 -0.587 -0.241
H -3.733 0.268 1.649
H -4.909 1.549 1.358
H -3.579 1.311 0.215
H -4.615 -0.954 -0.373
H -5.805 -0.646 0.898
H -6.125 1.586 -2.584
H -4.827 2.010 -1.479
H -3.909 0.885 -3.444
H -3.679 -0.186 -2.111
H -5.041 -0.477 -3.238
H -6.664 -1.384 -1.484
H -7.538 -0.023 -2.200
H -7.945 -1.249 0.570
H -9.132 -1.027 -0.708
H -8.526 0.378 0.182
C -1.682 -0.628 -6.378
C -0.372 0.098 -6.333
N 0.801 -0.750 -6.590
C 1.008 -1.806 -5.599
C 1.245 -1.363 -4.188
C 1.997 0.075 -6.713
C 2.062 0.836 -8.031
H -1.690 -1.279 -7.256
H -2.487 0.102 -6.457
H -1.829 -1.262 -5.510
H -0.385 0.846 -7.127
H -0.267 0.642 -5.380
H 0.176 -2.518 -5.619
H 1.844 -2.430 -5.934
H 2.287 -1.056 -4.027
H 0.641 -0.517 -3.866
H 1.109 -2.186 -3.481
H 2.863 -0.580 -6.594
H 2.052 0.817 -5.894
H 1.415 1.714 -7.985
H 1.841 0.218 -8.894
H 3.065 1.264 -8.144
C 6.151 4.299 4.294
C 5.498 3.711 3.037
N 4.794 4.714 2.251
C 3.491 5.060 2.786
C 3.186 6.544 2.602
C 4.792 4.449 0.821
C 4.201 3.109 0.375
H 6.801 5.135 4.043
H 6.783 3.529 4.755
H 5.421 4.575 5.056
H 6.283 3.240 2.440
H 4.823 2.890 3.345
H 2.686 4.504 2.267
H 3.429 4.775 3.836
H 3.839 7.196 3.179
H 3.313 6.785 1.545
H 2.142 6.735 2.870
H 5.815 4.587 0.455
H 4.229 5.254 0.336
H 4.682 2.240 0.825
H 4.411 3.049 -0.701
H 3.123 3.075 0.504
C -0.473 -4.181 6.544
C -0.770 -4.220 5.053
N -1.734 -3.199 4.659
C -3.032 -3.374 5.267
C -3.818 -4.634 4.877
C -1.772 -3.066 3.212
C -2.623 -1.918 2.723
H 0.339 -4.866 6.786
H -1.336 -4.516 7.125
H -0.212 -3.171 6.853
H 0.157 -3.947 4.538
H -1.063 -5.237 4.749
H -3.651 -2.504 5.039
H -2.932 -3.337 6.354
H -3.320 -5.550 5.204
H -3.930 -4.710 3.795
H -4.800 -4.612 5.348
H -0.737 -2.958 2.873
H -2.110 -3.992 2.698
H -2.582 -1.814 1.632
H -3.685 -2.030 2.938
H -2.253 -0.965 3.114
C 1.293 5.476 -0.626
C -0.215 5.634 -0.532
N -0.908 4.764 0.402
C -2.324 4.667 0.068
C -2.619 3.822 -1.145
C -0.731 5.272 1.758
C -1.078 4.275 2.860
H 1.600 4.586 -1.186
H 1.741 5.399 0.364
H 1.714 6.311 -1.185
H -0.413 6.710 -0.318
H -0.626 5.560 -1.541
H -2.856 4.259 0.928
H -2.768 5.672 -0.091
H -3.685 3.850 -1.371
H -2.058 4.155 -2.018
H -2.348 2.775 -0.980
H -1.310 6.203 1.894
H 0.324 5.514 1.899
H -0.435 3.393 2.800
H -2.105 3.911 2.845
H -0.875 4.732 3.832
C 4.057 -0.766 0.834
C 5.549 -0.841 1.084
N 5.975 0.133 2.080
C 5.554 -0.216 3.420
C 6.342 -1.342 4.116
C 7.411 0.421 1.999
C 7.762 1.225 0.773
H 3.744 0.266 0.675
H 3.491 -1.113 1.706
H 3.682 -1.371 0.006
H 5.852 -1.857 1.392
H 6.065 -0.634 0.147
H 5.623 0.692 4.031
H 4.496 -0.473 3.404
H 5.780 -1.691 4.987
H 6.491 -2.223 3.486
H 7.313 -1.011 4.485
H 7.965 -0.535 1.955
H 7.676 0.968 2.904
H 7.154 2.130 0.716
H 7.604 0.670 -0.150
H 8.819 1.497 0.808
C -3.526 -7.588 -1.293
C -3.658 -6.473 -2.328
N -2.546 -5.562 -2.310
C -2.407 -4.846 -3.564
C -2.212 -5.798 -4.740
C -2.640 -4.656 -1.162
C -1.276 -4.185 -0.658
H -2.543 -8.051 -1.350
H -4.345 -8.302 -1.376
H -3.619 -7.179 -0.281
H -3.767 -6.930 -3.311
H -4.628 -5.957 -2.167
H -3.250 -4.153 -3.756
H -1.520 -4.207 -3.482
H -1.586 -6.632 -4.413
H -3.160 -6.208 -5.086
H -1.717 -5.298 -5.564
H -3.150 -5.206 -0.373
H -3.270 -3.780 -1.401
H -0.566 -5.013 -0.568
H -1.350 -3.685 0.310
H -0.794 -3.507 -1.370
C -0.001 -0.588 0.460
N 0.116 0.626 -0.291
C 0.705 1.715 0.436
C -0.479 0.838 -1.483
O -1.195 0.065 -2.069
H -0.516 -0.394 1.402
H 0.995 -1.014 0.625
H -0.544 -1.359 -0.082
H 1.729 1.500 0.745
H 0.737 2.640 -0.138
H 0.106 1.927 1.324
H -0.263 1.851 -1.864
```

Output
energy above the lowest of the compared OMol25 structures with the same formula, charge and spin = 15.7 kcal per mole
LUMO = 0.49 eV
structure (SMILES) = CCN(CC)CC.CCN(CC)CC.CCN(CC)CC.CCN(CC)CC.CCN(CC)CC.CCN(CC)CC.CCN(CC)CC.CN(C)C=O
charge = 0
HOMO energy = -8.1481 eV
frontier orbital gap = 8.6 eV

(2)
Formula: C3H4FO3
Source: the Open Molecules 2025 dataset
Level of theory: wB97M-V/def2-TZVPD

```
11
C3H4FO3, DFT wB97M-V/def2-TZVPD
C -0.871 1.871 -2.326
C -0.997 -0.158 0.909
C -0.170 -0.959 0.174
O -1.715 1.310 -1.695
O -0.244 1.790 -3.313
O 0.350 -0.541 -1.014
F -0.493 3.273 -1.519
H -1.177 0.822 0.375
H -1.533 -0.436 1.713
H 0.145 -1.898 0.519
H -0.153 0.244 -1.112
```

Output
energy above the lowest of the compared OMol25 structures with the same formula, charge and spin = 15.1 kcal per mole
LUMO = 4.02 eV
charge = -1
HOMO energy = -5.2722 eV
frontier orbital gap = 9.3 eV

(3)
Formula: C12H16IrN4O2S
Source: the Open Molecules 2025 dataset
Level of theory: wB97M-V/def2-TZVPD

```
36
C12H16IrN4O2S, DFT wB97M-V/def2-TZVPD
Ir -0.314 -0.794 0.432
C 5.302 0.849 0.056
C 4.168 1.575 0.810
N 3.031 1.996 0.029
C 1.869 1.253 0.110
S 1.946 -0.446 0.264
N 0.705 1.913 0.045
N -0.346 1.197 0.287
C -1.635 1.757 0.070
C -1.823 3.268 0.008
C -2.625 0.826 -0.053
C -3.979 1.197 -0.275
C -4.934 0.250 -0.376
C -4.534 -1.099 -0.276
C -3.226 -1.486 -0.203
N -2.312 -0.516 -0.080
H 6.140 0.554 0.700
H 5.700 1.499 -0.730
H 4.847 -0.014 -0.453
H 4.566 2.495 1.254
H 3.786 0.881 1.570
H 2.862 3.006 -0.014
H -0.842 3.750 0.141
H -2.468 3.638 0.784
H -2.200 3.619 -0.950
H -4.182 2.250 -0.413
H -5.943 0.593 -0.506
H -5.302 -1.866 -0.296
H -2.895 -2.493 -0.283
C 1.149 -4.762 -0.279
O 1.124 -3.330 -0.439
C -0.089 -2.787 -0.128
O -1.073 -3.483 -0.130
H 2.207 -5.030 -0.107
H 0.724 -5.241 -1.170
H 0.597 -5.019 0.605
```

Output
LUMO (spin up / spin down) = -2.80 / -6.39 eV
charge = +1
multiplicity = 5
HOMO energy (spin up / spin down) = -10.3083 / -12.7027 eV
frontier orbital gap (spin up / spin down) = 7.5 / 6.3 eV